Record 1
9
Properties=species:S:1:pos:R:3:forces:R:3 method="wB97M-V/def2-TZVPD" total_charge=-1 max_force_ev_per_a=0.88 molar_mass_g_mol=186.96 orbital_gap_ev=7.90 e_homo_ev=-4.014
I -12.0837 20.1711 -13.7199 0.012 0.096 -0.012
C -16.1718 21.5573 -14.1399 -0.819 0.067 -0.314
O -17.3819 21.7329 -14.3196 0.495 -0.110 0.072
N -15.6553 20.6237 -13.3054 0.390 0.054 0.353
N -15.2129 22.2987 -14.7799 0.523 -0.009 0.133
H -14.6636 20.6347 -13.0870 0.009 -0.250 -0.205
H -16.2370 19.9973 -12.7846 -0.294 0.211 -0.106
H -14.2640 21.9402 -14.7800 -0.007 0.018 0.027
H -15.4750 22.8709 -15.5595 -0.308 -0.076 0.052

Record 2
11
Properties=species:S:1:pos:R:3:forces:R:3 method="wB97M-V/def2-TZVPD" total_charge=0 max_force_ev_per_a=5.99 molar_mass_g_mol=216.97 orbital_gap_ev="7.87 / 7.87" e_homo_ev="-8.053 / -8.053"
C 2.3529 0.0090 -0.0164 -2.264 -3.782 -2.614
N -0.3211 2.1598 0.4162 0.484 -1.804 -3.942
N -1.3043 -2.4372 -0.0202 -0.576 -0.397 -0.938
N -0.8327 1.3607 -0.5001 0.966 3.187 -0.612
O 2.5794 0.9863 0.4654 1.906 4.923 2.822
O 1.9587 -0.9203 -0.5717 0.349 -1.237 -0.265
I -1.7676 -0.3626 -0.1493 -0.417 -1.648 0.552
H 0.6572 2.3182 0.3098 0.600 0.427 0.487
H -0.7575 2.1797 1.2544 -1.301 0.492 3.499
H -2.1396 -2.7499 -0.5955 1.676 -0.183 0.558
H -0.4253 -2.5438 -0.5925 -1.424 0.023 0.453

Record 3
8
Properties=species:S:1:pos:R:3:forces:R:3 method="wB97M-V/def2-TZVPD" total_charge=0 max_force_ev_per_a=5.58 molar_mass_g_mol=172.95 smiles=NOCI orbital_gap_ev=9.62 e_homo_ev=-9.251
N 0.6526 0.9009 0.3461 4.161 1.579 -2.188
O -0.5328 0.4032 0.2381 -5.263 -1.782 -0.494
C -0.6267 -0.8254 -0.5260 0.192 1.551 1.409
I -0.6582 -0.4744 -2.7291 0.042 -0.194 1.015
H 0.7299 1.8572 0.0333 -0.339 -0.008 -0.074
H 1.1028 0.7690 1.1975 0.365 -0.382 1.956
H -1.6635 -1.2339 -0.2066 2.236 0.175 -0.727
H 0.3770 -1.2387 -0.2316 -1.393 -0.939 -0.897

Record 4
8
Properties=species:S:1:pos:R:3:forces:R:3 method="wB97M-V/def2-TZVPD" total_charge=0 max_force_ev_per_a=2.46 molar_mass_g_mol=172.95 orbital_gap_ev="7.62 / 8.53" e_homo_ev="-8.141 / -8.595"
C 1.3761 -1.1170 0.0798 -0.898 2.225 0.544
N -0.4875 0.0500 0.0313 0.260 -0.063 0.230
O 0.0941 -1.1461 0.2118 -0.905 -0.319 -0.454
I -2.4707 -0.0534 0.3509 -0.732 -0.662 0.318
H 1.8200 -2.0229 -0.0794 1.243 -1.988 -0.142
H -1.2738 2.5017 -0.2557 0.925 -0.816 -0.387
H 1.7388 -0.1027 0.0640 0.804 -0.132 -0.254
H -0.7970 1.8904 -0.4028 -0.698 1.756 0.145

Record 5
9
Properties=species:S:1:pos:R:3:forces:R:3 method="wB97M-V/def2-TZVPD" total_charge=0 max_force_ev_per_a=2.68 molar_mass_g_mol=218.90 orbital_gap_ev=7.26 e_homo_ev=-8.625
C 0.8252 0.4176 -0.4471 0.681 -0.380 -1.636
P -0.4561 0.4148 -1.8786 -0.826 -1.060 1.287
N -1.6749 -0.4451 -1.2935 1.571 1.490 -1.095
P -2.0877 -1.7159 -0.3891 -1.499 -0.792 2.071
I -4.6625 -2.5168 -0.5756 1.196 0.635 -0.123
H 0.9218 1.4740 -0.2230 0.024 0.266 0.359
H 1.9046 0.0275 -0.6217 -2.045 0.381 0.065
H 0.2626 -0.1077 0.3009 0.355 -0.198 0.783
H -2.4604 -1.1359 0.9822 0.543 -0.342 -1.711

Record 6
8
Properties=species:S:1:pos:R:3:forces:R:3 method="wB97M-V/def2-TZVPD" total_charge=0 max_force_ev_per_a=3.84 molar_mass_g_mol=189.02 smiles=SNCI orbital_gap_ev=9.43 e_homo_ev=-9.091
S 0.8602 -1.7281 -0.0276 0.042 -0.261 -0.154
N 0.9627 -0.0614 -0.0023 -2.690 2.555 0.956
C -0.3855 0.8279 0.5157 2.585 -2.667 -0.975
I -2.2294 -0.0175 -0.1546 0.223 0.320 0.065
H 0.1682 -1.9464 -1.1721 -0.088 -0.025 0.188
H 1.2269 0.3374 -0.8947 0.061 -0.126 0.033
H -0.2619 1.8309 0.1411 0.012 0.131 -0.097
H -0.3412 0.7572 1.5945 -0.145 0.075 -0.016

Record 7
8
Properties=species:S:1:pos:R:3:forces:R:3 method="wB97M-V/def2-TZVPD" total_charge=0 max_force_ev_per_a=2.79 molar_mass_g_mol=189.92 orbital_gap_ev="8.35 / 7.40" e_homo_ev="-8.283 / -8.257"
C -0.6633 0.8944 -0.1253 -0.304 -0.757 -2.515
O 0.0282 0.8097 0.9552 0.285 -0.786 -0.235
P -0.2041 1.3668 2.4187 -0.591 1.699 2.132
I 2.7468 -1.1211 -0.2116 -0.631 0.479 0.285
H -0.4268 0.1663 -0.8846 0.181 -0.032 -0.059
H -1.3399 1.6746 -0.3739 -0.483 0.727 0.529
H -1.2705 2.3332 2.0752 0.569 -0.630 0.191
H 1.5085 -0.1783 0.3818 0.975 -0.700 -0.328

Record 8
8
Properties=species:S:1:pos:R:3:forces:R:3 method="wB97M-V/def2-TZVPD" total_charge=0 max_force_ev_per_a=2.07 molar_mass_g_mol=189.92 orbital_gap_ev=6.71 e_homo_ev=-8.154
C -0.0369 0.0855 1.1856 -1.119 -0.693 -1.602
O -0.0037 1.0399 0.3532 0.297 0.554 -0.829
P 0.8338 1.0064 -1.2229 -0.855 0.224 0.572
I -1.9013 -1.7735 -0.5530 0.751 0.548 0.729
H -0.8428 0.0618 1.8869 -0.245 0.252 0.576
H 0.7684 -0.6088 1.2311 0.518 -0.666 0.037
H 1.4763 -0.2108 -0.9663 0.082 -0.342 -0.074
H -0.2939 0.3995 -1.9147 0.571 0.122 0.592

Record 9
8
Properties=species:S:1:pos:R:3:forces:R:3 method="wB97M-V/def2-TZVPD" total_charge=0 max_force_ev_per_a=3.92 molar_mass_g_mol=205.99 orbital_gap_ev=7.59 e_homo_ev=-8.829
C -1.3380 -0.7234 0.1408 1.313 -1.214 -3.022
P 1.5789 1.3131 0.5195 -2.022 -0.056 -2.660
S -0.6264 0.6312 -0.9129 2.094 -0.240 1.267
I 3.0951 -0.5384 -0.0116 -0.306 0.419 -0.036
H -2.2289 -1.1454 -0.3230 0.045 0.234 -0.440
H -1.6450 -0.1705 0.9149 -1.047 1.224 3.572
H -0.6711 -1.5784 0.3426 -0.034 0.720 0.077
H 1.8353 2.2117 -0.6704 -0.042 -1.088 1.242

Record 10
8
Properties=species:S:1:pos:R:3:forces:R:3 method="wB97M-V/def2-TZVPD" total_charge=0 max_force_ev_per_a=1.11 molar_mass_g_mol=205.99 smiles="C=P.SI" orbital_gap_ev=8.14 e_homo_ev=-9.200
C -1.6155 0.1751 0.5344 0.538 -0.392 0.005
P -1.1000 0.8425 -0.8905 -0.813 0.410 -0.452
H -2.6870 0.3592 0.6729 0.430 -0.160 0.432
H -1.0391 -0.4265 1.2737 -0.666 0.573 -0.677
H 0.2501 0.4874 -1.0845 0.013 -0.120 0.456
S 1.6350 -1.0539 0.4939 0.856 0.396 -0.149
I 3.0119 0.8075 -0.1752 0.104 0.030 0.496
H 1.5447 -1.1914 -0.8247 -0.461 -0.737 -0.111

Record 11
9
Properties=species:S:1:pos:R:3:forces:R:3 method="wB97M-V/def2-TZVPD" total_charge=0 max_force_ev_per_a=1.88 molar_mass_g_mol=238.06 orbital_gap_ev="6.86 / 7.28" e_homo_ev="-7.876 / -7.914"
C 1.8942 -0.2119 0.2296 0.564 -0.852 1.577
P 0.2069 1.7750 -1.2598 -0.446 0.461 -0.623
S -3.0835 0.1180 0.4781 0.238 0.566 1.317
S 1.0591 1.2121 0.4725 0.783 -1.279 -0.279
I 2.7608 -1.1673 1.9589 -0.403 0.596 -0.663
H 1.9781 -0.9570 -0.5716 -0.486 1.067 -0.079
H -3.1115 -0.6681 -0.5530 0.046 -0.828 -0.928
H 0.5979 0.6106 -1.9727 -0.001 0.030 0.047
H -2.3019 -0.7115 1.2179 -0.296 0.239 -0.369

Record 12
7
Properties=species:S:1:pos:R:3:forces:R:3 method="wB97M-V/def2-TZVPD" total_charge=0 max_force_ev_per_a=4.79 molar_mass_g_mol=44.06 orbital_gap_ev=10.19 e_homo_ev=-9.222
H -0.5299 0.4441 1.8085 0.240 -0.589 -0.627
N -1.0082 -0.1483 1.1084 0.244 0.766 -0.260
C -0.4891 -0.2250 -0.0600 -3.186 -1.776 -0.399
N 0.6540 0.1777 -0.5822 4.489 1.421 -0.889
H -1.1433 -0.7110 -0.8561 0.766 0.292 1.039
H 1.1519 -0.1089 -1.4644 -1.841 0.064 1.310
H 1.3646 0.5714 0.0458 -0.713 -0.179 -0.174